C68H162F6N14O19S6 as an isolated structure. Source: the Open Molecules 2025 dataset; level of theory: wB97M-V/def2-TZVPD.

Structure (XYZ):
```
275
Properties=species:S:1:pos:R:3:forces:R:3:lowdin_charge:R:1
C -7.993 -2.706 -1.046 -1.711 0.434 1.806 -0.053
C -6.957 -2.717 0.084 -1.467 -0.979 0.158 -0.155
N -5.921 -3.818 -0.026 -1.195 0.258 0.410 -0.280
C -4.874 -3.503 0.986 0.946 -0.102 -1.125 0.017
C -6.647 -5.128 0.339 0.933 0.404 -0.462 -0.173
C -6.973 -5.301 1.780 -0.633 -0.152 0.917 -0.067
C -5.399 -4.104 -1.403 1.863 1.638 -0.624 -0.059
C -4.710 -2.880 -2.129 0.333 -1.784 2.575 -0.154
O -3.361 -2.869 -1.645 -1.208 0.183 -0.384 -0.197
C -2.468 -2.381 -2.663 0.202 -1.367 1.706 -0.036
H -8.754 -3.510 -0.922 0.543 0.508 -0.152 0.095
H -7.657 -2.714 -2.048 0.714 0.061 -1.006 0.055
H -8.542 -1.742 -0.878 0.303 -0.849 -0.324 0.106
H -7.521 -3.022 1.048 1.110 1.271 -1.418 0.147
H -6.498 -1.730 0.112 0.334 -0.325 0.442 0.132
H -4.242 -2.666 0.658 -0.305 -0.355 -0.208 0.120
H -4.267 -4.396 1.077 0.259 -0.009 0.247 0.121
H -5.337 -3.239 1.908 -0.365 0.066 0.606 0.092
H -5.944 -5.875 -0.047 -0.437 -0.151 0.380 0.134
H -7.568 -5.158 -0.235 0.156 -0.013 -0.332 0.125
H -6.159 -5.039 2.470 -0.238 -0.632 -0.229 0.085
H -7.291 -6.351 1.856 0.346 0.260 0.426 0.106
H -7.854 -4.724 2.108 0.280 -0.107 -0.244 0.092
H -6.220 -4.418 -1.995 -0.779 -0.614 -0.421 0.118
H -4.649 -4.891 -1.243 -0.290 0.212 -0.407 0.144
H -5.333 -2.033 -1.905 0.166 1.152 0.542 0.112
H -4.742 -2.903 -3.181 -0.091 -0.814 -1.402 0.079
H -1.528 -2.345 -2.161 0.819 0.328 0.199 0.079
H -2.799 -1.412 -2.881 -0.133 1.297 -1.211 0.067
H -2.354 -3.127 -3.441 -0.398 0.283 -0.615 0.105
C 5.052 -7.173 11.149 3.011 -2.545 0.296 -0.097
C 4.812 -6.173 11.885 -1.773 2.942 1.176 -0.086
N -3.256 -12.573 14.842 0.826 2.428 -2.131 -0.162
C -3.300 -11.167 15.302 -2.253 0.655 -0.328 0.025
C -3.185 -12.784 13.373 3.143 -1.618 -0.807 -0.102
C -2.260 -14.061 12.987 0.463 1.803 3.494 -0.028
C -3.362 -13.532 15.610 -0.657 -3.628 2.790 0.150
C -4.601 -14.194 0.191 -2.803 -0.276 0.806 0.083
O -4.737 -14.650 1.399 -1.209 -0.305 -0.917 -0.086
C -6.062 -15.133 1.725 -1.660 2.025 0.423 -0.028
H 11.571 5.995 -3.862 -0.273 -0.017 0.034 -0.376
H 4.564 -7.329 10.284 -1.618 -0.624 -2.962 0.010
H 5.892 -7.803 11.368 0.100 -0.688 0.126 0.058
H 4.029 -5.528 11.464 0.272 0.307 1.102 0.061
H 5.323 -6.040 12.818 0.005 0.608 0.262 0.055
H -4.396 -10.892 15.263 1.181 -0.073 0.171 0.140
H -2.775 -10.436 14.691 0.179 -0.650 -0.498 0.104
H -2.931 -11.031 16.293 0.134 -0.420 0.780 0.095
H -2.733 -11.899 12.848 -0.754 -0.759 0.834 0.143
H -4.132 -13.045 13.001 -1.550 0.295 -0.260 0.110
H -2.540 -14.405 12.071 -0.467 -0.586 -2.762 0.043
H -2.301 -14.954 13.637 -0.486 0.585 -0.051 0.071
H -1.216 -13.753 13.069 -0.057 -0.010 -0.519 0.089
H -3.588 -13.341 16.711 0.611 -0.379 -1.538 0.164
H -3.291 -14.624 15.204 -0.324 2.292 0.936 0.158
H -5.451 -13.968 -0.499 0.746 -0.514 0.785 0.121
H -3.641 -13.929 0.041 3.001 0.986 -1.139 0.050
H -6.541 -15.665 0.895 0.544 -0.227 0.292 0.105
H -6.761 -14.250 1.970 1.234 -0.976 -0.500 0.129
H -5.971 -15.657 2.649 0.117 -0.792 0.240 0.088
C -0.964 8.747 -0.495 -1.300 -0.393 -0.464 -0.043
C -0.921 10.245 -0.734 -0.494 -1.274 -0.811 -0.166
N 0.232 10.804 -0.028 0.828 1.434 1.899 -0.259
C 0.232 10.385 1.419 -0.860 0.870 0.443 0.024
C 1.564 10.329 -0.602 -0.935 -1.857 -0.426 -0.144
C 1.686 10.528 -2.110 1.027 -0.345 0.094 -0.045
C 0.261 12.335 -0.118 -0.571 0.066 -1.054 -0.057
C -0.888 13.129 0.545 0.754 -2.976 0.112 -0.168
O -2.143 12.639 0.064 1.240 1.483 0.896 -0.198
C -3.191 13.133 0.880 -1.283 0.583 -0.947 -0.083
H -0.088 8.166 -0.713 0.527 0.073 -0.186 0.059
H -1.797 8.266 -1.028 0.217 0.438 -0.227 0.100
H -1.229 8.566 0.529 0.065 -0.163 0.629 0.076
H -1.853 10.704 -0.424 0.323 0.089 0.350 0.124
H -0.801 10.532 -1.772 0.059 -0.176 -0.293 0.129
H -0.768 10.448 1.897 0.482 -0.090 -0.707 0.134
H 0.885 10.996 2.023 0.346 0.519 -0.238 0.113
H 0.625 9.409 1.456 0.121 -1.314 0.183 0.067
H 1.766 9.251 -0.282 -0.604 1.462 -0.538 0.119
H 2.256 10.920 -0.067 0.976 0.655 0.371 0.111
H 1.160 11.367 -2.524 -0.031 0.669 0.086 0.068
H 1.423 9.711 -2.777 -0.199 -0.491 0.524 0.089
H 2.760 10.680 -2.243 -0.105 0.183 -0.388 0.094
H 0.278 12.500 -1.187 -0.464 0.272 -0.287 0.117
H 1.249 12.690 0.164 -0.099 -0.106 0.699 0.143
H -0.735 14.146 0.367 0.113 1.831 -0.804 0.117
H -0.730 13.044 1.625 -0.658 -0.337 0.241 0.128
H -3.308 12.509 1.723 -0.012 -0.691 1.238 0.073
H -4.091 13.006 0.271 0.002 0.222 0.163 0.100
H -3.156 14.191 1.228 0.507 -0.583 -0.580 0.115
C -8.181 1.957 -2.693 0.549 -0.120 0.624 -0.056
C -8.638 1.516 -4.062 0.960 1.138 -0.272 -0.204
N -9.720 2.325 -4.735 -1.700 -1.449 0.629 -0.275
C -9.560 3.727 -4.492 2.073 2.273 -0.349 -0.026
C -9.789 1.891 -6.211 0.722 1.295 1.008 -0.097
C -8.669 2.565 -6.969 -0.445 -0.723 -1.871 -0.046
C -11.030 1.925 -4.126 -0.641 -0.377 0.676 -0.084
C -12.278 2.833 -4.285 0.928 -0.123 0.571 -0.169
O -12.149 3.897 -3.338 -0.371 -1.279 -0.133 -0.207
C -13.058 4.946 -3.624 -0.136 -0.004 1.252 -0.076
H -7.822 3.001 -2.658 0.027 -0.601 -0.126 0.088
H -7.290 1.281 -2.495 -1.136 0.889 0.091 0.096
H -8.958 1.864 -1.910 0.463 -0.173 -0.312 0.088
H -8.967 0.509 -4.035 -0.422 -0.904 -0.131 0.106
H -7.771 1.563 -4.726 -0.284 -0.052 0.163 0.084
H -9.496 4.083 -3.445 -0.995 -0.849 -0.556 0.132
H -10.194 4.336 -5.123 -0.536 -0.064 0.241 0.123
H -8.565 3.960 -4.830 0.619 0.218 -0.362 0.104
H -10.791 2.156 -6.503 -0.183 0.263 -0.530 0.126
H -9.718 0.809 -6.183 0.221 -0.087 -0.091 0.133
H -8.706 2.278 -8.029 -0.309 -0.266 0.155 0.095
H -7.703 2.219 -6.681 0.746 -0.125 0.592 0.064
H -8.678 3.637 -7.053 -0.259 0.483 0.554 0.083
H -10.791 1.808 -3.086 -0.316 0.281 0.724 0.123
H -11.195 0.915 -4.450 -0.423 -0.457 -0.483 0.133
H -13.206 2.203 -4.201 0.766 0.631 0.255 0.157
H -12.289 3.308 -5.255 -0.137 -0.120 -0.724 0.104
H -14.081 4.754 -3.253 0.341 -0.209 -0.455 0.109
H -13.008 5.124 -4.673 -0.426 0.489 -0.931 0.077
H -12.701 5.808 -3.076 0.105 0.249 -0.018 0.094
C 5.101 3.716 11.938 0.080 0.779 -1.367 -0.039
C 4.853 4.057 10.463 0.412 -0.577 -0.019 -0.187
N 4.100 5.350 10.223 -0.546 -0.405 -0.113 -0.246
C 2.683 5.058 10.541 -1.494 -1.330 0.618 -0.016
C 4.577 6.498 11.129 -0.113 -0.408 1.127 -0.150
C 6.073 6.807 10.982 -0.516 -1.725 -0.373 -0.041
C 4.219 5.881 8.768 1.194 -0.888 1.384 -0.063
C 3.481 5.194 7.688 -0.390 0.662 -1.639 -0.250
O 3.756 3.841 7.689 1.096 -0.289 -0.309 -0.192
C 3.264 3.182 6.509 -2.042 0.339 1.579 -0.037
H 4.108 3.671 12.357 0.081 -0.713 0.874 0.075
H 5.682 4.492 12.438 0.032 -0.268 0.099 0.074
H 5.695 2.796 11.882 -0.561 0.031 0.617 0.106
H 4.286 3.242 10.006 -0.234 0.405 0.021 0.124
H 5.776 4.032 9.913 0.442 0.575 -0.296 0.119
H 2.220 4.169 10.056 0.977 0.771 -0.686 0.130
H 2.092 5.913 10.346 -0.584 0.940 -0.398 0.100
H 2.429 4.763 11.571 1.087 0.616 0.159 0.114
H 4.409 6.114 12.184 -0.128 0.773 -1.313 0.141
H 3.913 7.349 10.888 0.334 -0.470 0.403 0.139
H 6.433 7.340 11.837 0.068 0.200 0.654 0.087
H 6.328 7.411 10.124 0.015 -0.121 -0.414 0.082
H 6.556 5.791 10.958 0.136 1.322 -0.114 0.091
H 5.275 5.731 8.586 0.323 0.348 -0.177 0.135
H 3.991 6.923 8.858 -0.208 0.567 -0.308 0.134
H 3.812 5.688 6.714 -0.201 -0.432 1.032 0.163
H 2.413 5.365 7.710 -0.583 0.152 0.247 0.132
H 3.046 3.858 5.685 0.240 0.005 0.043 0.055
H 2.327 2.737 6.893 0.101 -0.082 -0.866 0.106
H 3.916 2.399 6.244 0.982 -0.789 -0.367 0.071
C 2.462 -11.212 -5.948 -0.140 0.342 -0.364 -0.034
C 2.928 -9.947 -5.205 -0.062 -1.522 0.393 -0.186
N 3.955 -9.138 -5.907 1.995 -0.830 0.197 -0.246
C 5.323 -9.867 -5.663 -1.712 2.448 0.169 0.074
C 3.747 -8.863 -7.428 1.287 0.951 1.414 -0.128
C 2.507 -8.087 -7.741 -2.223 -1.280 -0.360 -0.050
C 3.975 -7.812 -5.203 0.861 0.633 0.280 -0.091
C 5.256 -6.966 -5.401 -1.929 0.827 -1.368 -0.163
O 5.084 -6.273 -6.637 -0.631 -0.219 0.304 -0.217
C 6.117 -5.387 -7.008 0.616 0.731 0.119 -0.087
H 1.815 -11.949 -5.404 0.887 0.970 0.138 0.107
H 3.397 -11.720 -6.258 -0.907 -0.090 -0.259 0.084
H 1.819 -10.894 -6.785 0.607 -0.372 -0.115 0.076
H 3.444 -10.267 -4.290 -0.458 0.314 0.045 0.132
H 2.182 -9.227 -4.976 -1.162 0.111 0.340 0.116
H 5.246 -10.825 -6.047 -0.036 -1.847 -0.613 0.076
H 5.511 -9.828 -4.597 -0.023 -0.178 0.081 0.120
H 6.048 -9.290 -6.175 0.791 0.188 -0.541 0.087
H 3.833 -9.772 -7.964 -0.361 -1.196 -0.237 0.123
H 4.665 -8.334 -7.686 -0.227 0.361 0.026 0.124
H 2.531 -7.719 -8.774 0.150 0.054 0.377 0.108
H 2.155 -7.311 -7.064 0.710 0.322 -0.303 0.079
H 1.629 -8.791 -7.696 0.696 0.401 -0.308 0.094
H 3.772 -7.824 -4.111 0.194 -0.981 -0.662 0.156
H 3.108 -7.355 -5.656 0.278 0.884 0.366 0.101
H 6.193 -7.475 -5.381 0.644 -0.638 0.150 0.110
H 5.235 -6.256 -4.603 0.190 0.643 0.734 0.126
H 6.436 -4.678 -6.196 -0.530 -0.614 -0.429 0.105
H 5.752 -4.758 -7.865 0.464 -0.896 0.744 0.113
H 6.988 -6.011 -7.249 0.085 0.493 -0.386 0.092
C 10.033 -0.666 4.650 -1.816 -1.160 -1.125 -0.019
C 9.573 -0.949 3.199 0.435 1.381 -0.259 -0.130
N 8.227 -0.383 2.779 0.536 0.149 -0.772 -0.278
C 7.141 -1.054 3.529 0.154 -1.548 -1.332 0.038
C 8.181 1.029 3.187 1.085 1.435 -0.329 -0.231
C 7.059 1.981 2.859 -0.487 -0.658 -0.302 -0.038
C 8.107 -0.400 1.225 -2.386 0.406 1.120 -0.054
C 8.392 -1.690 0.561 -2.091 -1.461 -0.861 -0.173
O 7.407 -2.751 0.861 1.620 1.574 0.003 -0.177
C 7.993 -4.033 0.849 -0.140 -1.249 0.979 -0.124
H 9.403 -1.283 5.316 0.472 0.401 -0.018 0.098
H 9.926 0.359 4.867 0.087 1.074 0.545 0.056
H 11.051 -0.938 4.769 0.905 -0.395 0.008 0.085
H 9.533 -1.989 3.026 -0.122 -1.216 -0.257 0.110
H 10.187 -0.500 2.415 0.679 -0.133 0.498 0.139
H 7.085 -2.130 3.212 0.118 1.059 0.608 0.134
H 6.234 -0.571 3.256 -0.913 0.252 -0.155 0.094
H 7.351 -0.863 4.565 -0.058 -0.394 0.492 0.102
H 9.112 1.530 2.859 -0.232 -0.536 -0.005 0.158
H 8.231 0.977 4.234 0.119 0.172 1.446 0.093
H 6.893 2.109 1.809 0.312 0.379 -0.749 0.073
H 7.434 2.904 3.304 -0.634 0.149 -0.093 0.104
H 6.066 1.688 3.205 0.231 0.154 0.588 0.088
H 8.739 0.373 0.754 -0.149 -0.152 0.750 0.159
H 7.010 -0.100 1.122 1.438 -0.470 -0.456 0.164
H 9.374 -2.046 0.664 1.478 -0.557 0.848 0.106
H 8.363 -1.494 -0.506 -0.406 0.185 -0.381 0.143
H 7.158 -4.738 1.030 0.523 0.308 -0.313 0.102
H 8.740 -4.228 1.653 -0.435 0.546 0.030 0.091
H 8.550 -4.321 -0.039 -0.354 0.322 -0.627 0.088
C -5.334 1.442 -12.991 0.526 0.557 1.440 -0.033
C -5.700 1.905 -11.553 -1.050 -0.671 -0.384 -0.144
N -5.025 1.120 -10.503 -1.529 -0.314 -0.075 -0.050
C -5.257 -0.181 -10.076 -0.090 -0.078 -1.697 0.013
C -4.215 -0.498 -9.293 0.663 -0.388 0.915 -0.006
N -3.430 0.635 -9.124 -1.401 -0.016 -0.838 -0.070
C -4.037 1.602 -9.816 1.999 -0.973 -0.037 -0.037
C -2.147 0.730 -8.478 -0.774 -2.346 2.661 0.021
H -4.231 1.460 -12.962 -0.402 0.028 -0.882 0.090
H -5.805 2.027 -13.798 0.487 0.088 0.619 0.100
H -5.670 0.438 -13.113 -0.110 -0.890 -0.179 0.062
H -6.761 1.771 -11.332 -0.023 0.422 -0.264 0.128
H -5.392 2.920 -11.369 -0.160 0.476 -0.068 0.117
H -6.011 -0.819 -10.542 0.272 0.394 0.415 0.153
H -3.975 -1.467 -8.876 0.044 0.310 0.202 0.147
H -3.591 2.517 -10.043 0.485 1.432 0.089 0.161
H -1.544 -0.099 -8.808 0.391 -0.083 -0.529 0.101
H -2.322 0.470 -7.379 0.391 0.996 -1.255 0.118
H -1.658 1.649 -8.642 0.285 1.057 -0.088 0.093
C 7.936 7.844 -2.354 -1.254 0.591 0.478 -0.066
C 6.587 7.655 -3.008 -1.469 1.024 0.244 -0.171
N 6.309 6.276 -3.438 -0.612 -0.604 0.897 -0.047
C 7.046 5.661 -4.387 1.080 -0.667 -1.628 -0.022
C 6.602 4.361 -4.538 0.745 1.400 -0.041 0.011
N 5.583 4.219 -3.650 0.401 2.857 1.292 -0.106
C 5.420 5.388 -2.953 1.093 -1.088 -1.769 0.041
C 4.897 3.059 -3.240 1.213 -2.963 -0.963 -0.003
H 8.046 7.156 -1.530 0.415 -0.315 0.073 0.083
H 7.974 8.862 -1.937 0.020 -0.293 -0.220 0.097
H 8.656 7.765 -3.121 1.381 -0.346 -0.376 0.042
H 6.521 8.281 -3.918 -0.064 -0.293 0.418 0.137
H 5.756 7.966 -2.332 0.537 -0.377 -0.509 0.133
H 7.838 6.210 -4.930 -0.598 -0.607 0.486 0.149
H 6.992 3.598 -5.198 -0.314 0.008 0.207 0.141
H 4.696 5.438 -2.179 -0.417 0.651 0.593 0.120
H 3.865 3.230 -3.134 -1.196 0.103 0.389 0.100
H 5.381 2.566 -2.403 -0.317 0.430 0.663 0.100
H 5.083 2.281 -3.997 -0.572 0.367 -0.098 0.117
N 2.945 5.368 1.473 -0.250 -1.456 2.120 -0.293
S 2.730 6.365 0.376 2.083 2.503 0.021 0.461
O 1.687 7.292 0.596 -1.200 0.870 -0.237 -0.299
O 2.999 5.866 -0.904 -0.232 -1.113 -2.008 -0.273
F 4.076 7.309 0.535 -0.716 -0.313 0.296 -0.231
S 2.025 5.223 2.755 0.546 -3.176 0.535 0.573
O 0.816 5.946 2.845 -0.381 0.460 -0.387 -0.256
O 2.816 5.075 3.947 -0.032 0.380 -0.701 -0.312
F 1.561 3.642 2.472 0.365 1.936 0.299 -0.225
N 2.814 -1.690 -1.715 0.592 -2.184 0.709 -0.340
S 2.171 -1.948 -3.125 3.150 1.907 4.551 0.393
O 3.100 -2.629 -3.928 0.082 -1.507 -1.622 -0.273
O 1.497 -0.816 -3.564 -1.729 2.123 -2.135 -0.262
F 1.073 -2.883 -2.631 -1.494 -2.093 -0.307 -0.156
S 3.275 -0.432 -0.962 -1.799 0.022 -5.740 0.424
O 2.092 0.366 -0.817 1.131 1.554 1.021 -0.294
O 4.511 -0.005 -1.597 -0.369 1.226 1.419 -0.335
F 3.678 -0.869 0.421 0.574 -1.030 2.093 -0.134
N -4.990 -0.912 -5.323 1.132 1.858 -0.540 -0.294
S -4.775 0.678 -5.179 0.297 -1.361 0.596 0.495
O -5.495 1.260 -4.105 -1.809 0.859 -0.100 -0.272
O -4.552 1.405 -6.397 -0.154 -0.489 0.423 -0.278
F -3.437 0.515 -4.434 1.952 0.072 -0.553 -0.154
S -6.357 -1.547 -5.585 0.293 -0.247 0.548 0.431
O -7.462 -0.681 -5.363 -1.041 0.148 0.627 -0.291
O -6.258 -2.853 -5.025 -0.997 -0.504 -0.209 -0.280
F -6.467 -1.717 -7.129 0.393 -0.564 -0.961 -0.160
```
Forces are in eV/Å.

Properties
spin multiplicity = 1
HOMO = -9.986 eV
energy = -214151.667 eV
total charge = +6
orbital gap = 0.0202 Ha